(1)
A 6-piece molecular cluster, C38H80N6O7 overall. Source: the OMol25 dataset; level of theory: ωB97M-V/def2-TZVPD.

```
! wB97M-V def2-TZVPD RIJCOSX def2/J DEFGRID3
* xyz 4 1
N 1.520 0.365 -0.534
O 1.360 0.601 0.669
O 1.103 1.175 -1.368
O 2.073 -0.695 -0.874
C 5.000 -0.195 -2.853
C 6.550 -0.165 -2.834
O 7.192 -0.205 -1.840
N 7.201 0.129 -4.189
H 6.628 -0.281 -4.922
H 7.247 1.138 -4.326
C 8.591 -0.532 -4.348
H 4.640 -1.053 -2.290
H 4.709 -0.334 -3.895
H 4.590 0.722 -2.433
H 8.345 -1.586 -4.447
H 9.142 -0.354 -3.427
H 9.172 -0.153 -5.185
C -0.239 5.920 1.230
C -0.593 4.655 0.479
C -2.043 4.790 -0.014
C -2.304 5.748 -1.160
C -1.484 5.335 -2.370
C 0.031 5.140 -2.151
N 0.347 4.627 -0.744
O 1.509 4.491 -0.427
C 0.816 6.464 -2.288
C 0.507 4.051 -3.094
C -0.361 3.365 1.281
H 0.309 6.693 0.693
H 0.458 5.693 2.040
H -1.126 6.291 1.741
H -2.870 4.986 0.668
H -2.268 3.824 -0.485
H -1.951 6.767 -0.976
H -3.343 5.812 -1.477
H -1.699 6.188 -3.015
H -1.950 4.421 -2.739
H 0.930 6.819 -3.314
H 1.870 6.459 -2.004
H 0.337 7.257 -1.714
H 0.071 3.105 -2.766
H 1.559 3.782 -2.974
H 0.374 4.355 -4.129
H 0.689 3.433 1.555
H -0.494 2.609 0.504
H -1.063 3.161 2.085
C 1.758 0.214 5.953
C 1.707 0.361 4.401
C 2.831 -0.511 3.807
C 2.452 -1.956 3.651
C 1.151 -2.205 2.878
C -0.097 -1.476 3.427
N 0.324 -0.063 3.916
O -0.607 0.594 4.341
C -0.575 -2.238 4.641
C -1.055 -1.238 2.260
C 1.890 1.807 3.885
H 1.207 1.012 6.447
H 2.780 0.229 6.328
H 1.425 -0.787 6.228
H 3.805 -0.368 4.273
H 3.048 -0.267 2.762
H 2.383 -2.582 4.547
H 3.259 -2.463 3.118
H 1.059 -3.286 2.796
H 1.398 -1.778 1.902
H -1.330 -1.649 5.170
H 0.142 -2.578 5.386
H -1.185 -3.126 4.457
H -0.894 -0.468 1.503
H -2.039 -1.031 2.686
H -1.125 -2.087 1.578
H 1.081 2.392 4.332
H 1.713 1.900 2.814
H 2.782 2.366 4.162
C 2.552 -5.888 0.551
C 2.557 -4.921 -0.626
C 2.765 -5.831 -1.875
C 2.469 -5.263 -3.291
C 1.460 -4.126 -3.275
C 0.410 -4.239 -2.168
N 1.189 -4.306 -0.891
O 0.709 -3.729 0.125
C -0.438 -5.555 -2.365
C -0.478 -2.979 -2.167
C 3.637 -3.778 -0.584
H 1.642 -6.492 0.490
H 2.586 -5.482 1.560
H 3.296 -6.681 0.484
H 2.087 -6.684 -1.827
H 3.780 -6.225 -1.866
H 2.103 -6.021 -3.983
H 3.447 -4.954 -3.660
H 1.020 -3.982 -4.261
H 2.106 -3.259 -3.115
H -1.154 -5.442 -3.177
H -0.943 -5.856 -1.447
H 0.149 -6.421 -2.669
H -1.167 -3.041 -3.008
H 0.072 -2.038 -2.110
H -1.152 -2.816 -1.324
H 4.654 -4.082 -0.346
H 3.238 -2.930 -0.025
H 3.775 -3.289 -1.553
C -2.660 0.344 -1.254
C -3.716 0.605 -0.171
C -5.087 0.197 -0.705
N -6.337 0.255 0.162
C -7.555 -0.308 -0.611
C -6.284 -0.394 1.568
C -7.344 0.303 2.437
C -7.438 1.725 1.856
C -6.644 1.737 0.541
H -2.721 -0.697 -1.573
H -1.597 0.553 -1.106
H -2.794 0.999 -2.118
H -3.750 1.652 0.143
H -3.648 0.111 0.801
H -4.941 -0.858 -0.959
H -5.452 0.555 -1.668
H -7.429 -1.389 -0.667
H -7.692 0.025 -1.638
H -8.425 -0.125 0.016
H -6.288 -1.482 1.571
H -5.335 -0.045 1.976
H -8.334 -0.112 2.636
H -7.024 0.258 3.480
H -8.428 2.147 1.691
H -6.985 2.333 2.639
H -7.155 2.176 -0.313
H -5.674 2.211 0.676
*
```

Results
E_LUMO: -10.988 eV
E_tot: -2349.3416 Eh
ΔE to the lowest compared entry with this formula, charge and spin: 2.2 kcal per mole
frontier orbital gap: 5.714 eV



(2)
One molecule with the formula C7H9BrO. Source: the OMol25 dataset; level of theory: ωB97M-V/def2-TZVPD.

```
! wB97M-V def2-TZVPD RIJCOSX def2/J DEFGRID3
* xyz 0 1
C 1.761 -0.633 0.415
C 0.847 0.449 -0.152
C -0.200 0.967 0.771
O 0.135 1.969 1.558
C -1.347 0.246 0.938
C -1.653 -0.923 0.069
C -0.938 -1.064 -1.080
C 0.123 -0.138 -1.327
Br -0.735 1.410 -2.472
H 2.208 -1.302 -0.363
H 1.253 -1.430 1.146
H 2.617 -0.103 0.869
H 1.458 1.192 -0.550
H -0.563 2.263 2.160
H -2.211 0.742 1.552
H -2.441 -1.560 0.430
H -1.204 -1.720 -1.873
H 0.889 -0.365 -2.090
*
```

Results
E_LUMO: 0.299 eV
E_tot: -2921.3311 Eh
structure (SMILES): C[C@@H]1C(O)=CC=C[C@H]1Br
ΔE to the lowest compared entry with this formula, charge and spin: 5.9 kcal per mole
frontier orbital gap: 8.386 eV



- Which value of ΔE to the lowest compared entry with this formula, charge and spin does entry 1 give?
  2.2 kcal per mole



- Number 1 is which compound?
  C38H80N6O7



- Which value of frontier orbital gap does entry 2 give?
  8.386 eV



- What is the frontier orbital gap in the first record?
  5.714 eV